1.
Density functional theory data (ωB97M-V/def2-TZVPD) for a 2-piece molecular cluster, C6H13N2 overall.

Geometry as XYZ:
```
21
Properties=species:S:1:pos:R:3:nbo_charge:R:1
C -0.552 -2.437 -0.052 0.435
C 0.335 0.802 0.074 -0.098
C -0.040 1.698 -0.933 -0.113
C -1.878 -2.738 -0.316 -0.756
C -1.447 2.141 -1.072 -0.652
C 2.218 0.417 1.696 -0.422
N 0.497 -2.002 0.122 -0.457
N 1.681 0.265 0.322 -0.569
H -0.353 0.450 0.789 0.206
H 0.653 1.965 -1.771 0.222
H -2.405 -1.715 -0.619 0.280
H -2.345 -2.986 0.575 0.276
H -2.049 -3.648 -1.033 0.301
H -1.688 2.168 -2.180 0.245
H -1.580 3.106 -0.612 0.254
H -2.039 1.272 -0.582 0.216
H 1.347 0.176 2.362 0.240
H 3.140 -0.218 1.634 0.239
H 2.623 1.433 1.913 0.242
H 1.569 -0.769 0.127 0.479
H 2.313 0.619 -0.443 0.432
```

Results
net charge: +1
relative energy (zero: lowest compared OMol25 entry of this formula, charge and spin): 2.148 eV

***

2.
Density functional theory data (ωB97M-V/def2-TZVPD) for a 2-piece molecular cluster, C9H14O overall.

Geometry as XYZ:
```
24
Properties=species:S:1:pos:R:3:nbo_charge:R:1
C -3.722 0.455 1.528 -0.622
C -3.925 -0.960 0.960 -0.629
H -2.781 0.675 2.032 0.206
H -3.800 1.338 0.877 0.205
H -4.499 0.712 2.265 0.202
H -3.137 -1.481 1.486 0.218
H -3.804 -1.000 -0.130 0.205
H -4.980 -1.211 1.047 0.215
C -0.070 1.426 -2.557 -0.637
C 1.738 -0.580 0.742 0.286
C 0.434 -0.836 0.482 -0.258
C 2.428 0.385 -0.025 -0.247
C -0.099 -0.315 -0.727 -0.205
C 1.931 0.927 -1.178 -0.198
C 0.601 0.552 -1.520 -0.032
O 2.482 -1.197 1.704 -0.716
H -0.205 -1.472 1.081 0.225
H 3.076 -0.766 2.321 0.500
H 3.443 0.678 0.224 0.206
H -1.026 -0.717 -1.124 0.214
H 2.460 1.747 -1.646 0.214
H 0.523 1.793 -3.400 0.217
H -0.554 2.270 -2.058 0.218
H -0.916 0.959 -3.085 0.212
```

Results
net charge: 0
relative energy (zero: lowest compared OMol25 entry of this formula, charge and spin): 1.365 eV
SMILES string: Cc1ccc(O)cc1.CC

***

3.
Density functional theory data (ωB97M-V/def2-TZVPD) for a 2-piece molecular cluster, C5H11N overall.

Geometry as XYZ:
```
17
Properties=species:S:1:pos:R:3:nbo_charge:R:1
C 1.493 0.492 -1.394 -0.654
C 1.656 -0.743 -0.577 -0.203
C 2.041 -0.716 0.694 -0.386
H 1.957 0.401 -2.375 0.219
H 1.972 1.329 -0.887 0.214
H 0.458 0.807 -1.514 0.224
H 1.606 -1.729 -1.028 0.203
H 1.973 -1.554 1.370 0.202
H 2.250 0.260 1.123 0.186
C -2.298 1.325 0.417 -0.481
C -2.104 0.122 0.947 -0.005
N -1.516 -0.946 0.253 -0.844
H -1.880 1.603 -0.547 0.186
H -2.931 2.077 0.870 0.202
H -2.537 -0.060 1.926 0.181
H -0.540 -0.833 -0.003 0.389
H -1.602 -1.835 0.724 0.367
```

Results
net charge: 0
relative energy (zero: lowest compared OMol25 entry of this formula, charge and spin): 1.756 eV
SMILES string: C=CC.C=CN

***

4.
Density functional theory data (ωB97M-V/def2-TZVPD) for a single C4H10N2O molecule.

Geometry as XYZ:
```
17
Properties=species:S:1:pos:R:3:nbo_charge:R:1
C 1.408 0.935 0.346 -0.334
C 1.067 -1.483 -0.459 -0.411
C -1.804 0.694 0.578 -0.709
N 0.417 -0.346 0.207 -0.019
C -0.868 0.015 -0.370 0.472
O 0.412 -0.473 1.578 -0.752
N -1.050 -0.286 -1.583 -0.634
H -1.951 0.020 -1.941 0.356
H 1.675 1.132 -0.694 0.167
H 2.302 0.736 0.932 0.236
H 0.827 1.759 0.748 0.216
H 0.443 -2.364 -0.291 0.226
H 2.039 -1.640 0.005 0.222
H 1.174 -1.282 -1.523 0.222
H -2.826 0.628 0.215 0.222
H -1.734 0.212 1.552 0.287
H -1.533 1.741 0.700 0.234
```

Results
net charge: 0
relative energy (zero: lowest compared OMol25 entry of this formula, charge and spin): 4.739 eV
SMILES string: [H]/N=C(\C)[N+](C)(C)[O-]

***

5.
Density functional theory data (ωB97M-V/def2-TZVPD) for a single C4H5N3 molecule.

Geometry as XYZ:
```
12
Properties=species:S:1:pos:R:3:nbo_charge:R:1
N -1.724 0.400 -1.159 -0.822
C -0.490 0.103 -0.595 0.315
N 0.588 1.016 -0.292 -0.296
C 1.095 0.689 0.998 -0.063
C 0.824 -0.585 1.289 -0.239
C 0.127 -1.084 0.094 -0.171
N 0.642 -0.434 -1.176 -0.177
H -1.651 0.604 -2.149 0.383
H -2.146 1.181 -0.672 0.382
H 1.703 1.412 1.529 0.225
H 1.044 -1.157 2.177 0.230
H -0.217 -2.110 -0.007 0.233
```

Results
net charge: 0
relative energy (zero: lowest compared OMol25 entry of this formula, charge and spin): 4.550 eV
SMILES string: N[C@]12[C@@H]3C=CN1N32

***

6.
Density functional theory data (ωB97M-V/def2-TZVPD) for a 2-piece molecular cluster, C36H59BINO4P overall.

Geometry as XYZ:
```
103
Properties=species:S:1:pos:R:3:mulliken_charge:R:1
C 1.764 -4.084 2.989 -0.299
C 1.256 -4.926 2.285 -0.281
C 0.790 -5.987 1.311 -0.766
C 0.994 -5.406 -0.140 -0.460
C -0.289 -5.544 -1.037 -1.225
C -1.358 -4.473 -0.773 1.016
C -1.668 -3.962 0.494 -0.229
C -2.674 -3.008 0.733 -0.019
C -3.009 -2.507 2.138 -1.105
N -4.321 -3.094 2.555 -0.673
C -3.420 -2.537 -0.377 0.649
C -3.115 -3.044 -1.675 1.129
C -2.099 -3.994 -1.904 0.511
C -1.841 -4.508 -3.332 -1.483
C -0.575 -3.818 -4.001 -0.808
C -0.369 -2.336 -3.557 -0.253
C 0.690 -2.169 -2.407 -0.421
C -3.998 -2.511 -2.818 -0.232
O -3.595 -2.274 -3.925 -0.567
C -5.473 -2.261 -2.417 0.151
B -6.566 -2.635 -3.522 0.533
O -7.709 -1.912 -3.798 -0.486
O -6.312 -3.797 -4.282 -0.526
C -5.758 -1.798 -1.198 -1.332
I -7.756 -1.455 -0.502 0.060
C -4.582 -1.528 -0.242 0.505
O -4.566 -0.594 0.513 -0.500
H 2.406 -3.309 3.381 0.424
H 1.353 -6.923 1.445 0.471
H -0.291 -6.144 1.484 0.413
H 1.209 -4.323 -0.089 0.136
H 1.807 -5.920 -0.683 0.442
H -0.782 -6.528 -0.865 0.610
H 0.060 -5.568 -2.080 0.154
H -1.123 -4.340 1.365 -0.038
H -3.124 -1.411 2.196 0.263
H -2.274 -2.820 2.907 0.397
H -4.967 -2.348 2.797 0.316
H -4.746 -3.607 1.789 0.323
H -2.717 -4.381 -3.982 0.513
H -1.619 -5.596 -3.315 0.514
H 0.335 -4.393 -3.755 0.306
H -0.786 -3.794 -5.087 0.426
H 0.032 -1.779 -4.428 0.587
H -1.291 -1.829 -3.239 0.016
H 1.673 -1.849 -2.811 0.408
H 0.348 -1.326 -1.772 -0.134
H 0.816 -3.077 -1.793 -0.029
H -8.442 -2.538 -3.679 0.316
H -6.312 -4.525 -3.640 0.322
C 0.000 -0.046 2.654 -0.966
C 1.197 0.067 1.714 0.980
C 2.380 0.828 2.327 -1.337
C 2.211 2.352 2.389 -1.150
P 2.501 3.286 0.891 1.121
C 4.093 2.750 0.216 -1.455
C 5.340 2.684 1.108 -0.733
C 6.037 4.002 1.464 -0.428
C 6.317 4.920 0.281 -1.236
C 2.718 5.021 1.270 -0.622
C 1.633 5.858 1.960 -0.920
C 0.475 6.366 1.096 0.179
C 0.878 6.911 -0.270 -1.348
C 1.396 2.929 -0.470 -0.916
C -0.083 3.310 -0.539 -1.218
C -0.952 2.940 0.672 0.226
C -1.833 1.722 0.427 -1.592
H -0.369 0.933 2.970 0.273
H -0.819 -0.567 2.157 -0.248
H 0.263 -0.616 3.548 0.571
H 0.884 0.525 0.774 -0.940
H 1.528 -0.945 1.465 0.485
H 3.281 0.582 1.758 0.393
H 2.551 0.454 3.339 0.526
H 2.949 2.728 3.108 0.703
H 1.248 2.612 2.832 0.788
H 4.295 3.341 -0.681 0.751
H 3.917 1.734 -0.156 0.537
H 6.072 2.064 0.585 0.519
H 5.105 2.156 2.037 0.218
H 6.988 3.756 1.941 0.440
H 5.470 4.541 2.227 0.262
H 6.967 4.432 -0.448 0.356
H 6.818 5.826 0.622 0.378
H 5.403 5.231 -0.228 0.239
H 3.104 5.538 0.388 0.554
H 3.546 5.032 1.984 0.005
H 2.125 6.736 2.384 0.452
H 1.224 5.304 2.810 0.328
H -0.040 7.156 1.646 0.466
H -0.266 5.575 0.980 -0.262
H 1.521 7.787 -0.169 0.356
H -0.010 7.206 -0.830 0.415
H 1.404 6.168 -0.874 0.287
H 1.480 1.857 -0.676 0.567
H 1.868 3.402 -1.342 0.642
H -0.499 2.857 -1.443 0.649
H -0.163 4.382 -0.723 0.207
H -1.616 3.779 0.897 0.593
H -0.348 2.785 1.565 -0.107
H -2.574 1.929 -0.348 0.610
H -2.375 1.456 1.335 0.373
H -1.247 0.855 0.113 -0.013
```

Results
net charge: +1

***

Number 1: gap between HOMO and LUMO 11.12 eV. Number 2: gap between HOMO and LUMO 9.33 eV. Number 3: gap between HOMO and LUMO 9.48 eV. Number 4: gap between HOMO and LUMO 8.89 eV. Number 5: gap between HOMO and LUMO 9.81 eV. Number 6: gap between HOMO and LUMO 8.02 eV.